{"formula": "C4H11Cl4N2O5", "method": "ωB97M-V/def2-TZVPD", "elements": ["O", "H", "C", "N", "O", "O", "H", "H", "H", "C", "N", "O", "O", "H", "H", "H", "C", "Cl", "Cl", "H", "H", "C", "Cl", "Cl", "H", "H"], "coordinates": [[0.656907, -0.089397, -0.345538], [0.601672, -0.783956, 0.339345], [3.792098, -0.649206, 3.944104], [4.941124, -0.937671, 3.008058], [5.664440, -1.866443, 3.332969], [5.191834, -0.204962, 2.048531], [3.874408, -0.746381, 5.026639], [3.046616, -1.372798, 3.614300], [3.468780, 0.373882, 3.752148], [-2.658452, -4.396249, -2.457461], [-2.702653, -5.694801, -3.242335], [-2.183728, -6.671219, -2.759997], [-3.202458, -5.665757, -4.365984], [-2.038542, -4.511984, -1.568405], [-3.666247, -4.097419, -2.169108], [-2.140655, -3.661233, -3.073687], [-2.001335, 3.618099, -3.684956], [-2.335007, 2.730080, -5.115872], [-2.137730, 5.388945, -3.919140], [-2.679416, 3.281838, -2.900595], [-0.978875, 3.531898, -3.317185], [-0.469812, 4.366282, 2.691239], [-0.174062, 4.337481, 4.400733], [-1.133126, 5.968673, 2.144776], [0.459166, 4.166311, 2.157283], [-1.194949, 3.585987, 2.460138]], "atomic_forces_ev_per_a": [[-0.15, -0.35, 0.47], [0.03, 0.40, -0.40], [-1.20, 0.55, -1.15], [2.04, 0.92, 0.39], [-0.49, -0.19, -0.08], [-1.21, -0.83, 1.45], [1.25, -0.46, -0.32], [-0.26, 0.29, 0.00], [-0.11, -0.26, -0.36], [0.51, -0.07, 0.15], [-0.03, 0.65, -0.82], [-0.01, -0.20, 0.33], [0.16, 0.22, 1.05], [-0.21, -0.44, -0.12], [0.10, -0.07, -0.38], [-0.47, -0.03, -0.19], [0.51, 0.74, 1.37], [0.02, -0.47, -0.78], [-0.36, -0.03, -0.01], [0.00, 0.31, -0.17], [-0.13, -0.60, -0.38], [-0.29, 0.09, -0.94], [0.15, 0.06, 0.68], [0.31, -0.77, 0.20], [-0.19, 0.22, 0.07], [0.04, 0.32, -0.06]], "total_charge": -1, "homo_lumo_gap_ev": 4.799, "lumo_energy_ev": 2.194, "total_energy_ev": -67627.155}